# 1
The following is a quantum chemistry calculation of a 9-piece molecular cluster, C20H56N6O9 overall in a non-equilibrium geometry, from the Open Molecules 2025 dataset.

Cartesian coordinates (Å):
C1 4.505 2.047 -0.125
O1 5.352 1.174 -0.018
N1 3.645 2.140 -1.206
N2 4.392 3.073 0.788
H1 2.810 2.666 -1.015
H2 3.509 1.316 -1.771
H3 3.656 3.755 0.774
H4 5.072 3.006 1.522
C2 -1.403 2.465 -3.260
O2 -2.169 2.534 -4.218
N3 -1.791 1.894 -2.076
N4 -0.118 2.958 -3.299
H5 -1.165 1.837 -1.282
H6 -2.734 1.564 -1.996
H7 0.080 3.571 -4.068
H8 0.464 2.919 -2.483
C3 4.152 -0.047 -6.211
C4 2.832 -0.632 -5.727
C5 2.937 -2.143 -5.978
C6 1.827 -2.974 -5.368
C7 1.680 -2.665 -3.868
C8 1.660 -1.161 -3.556
N5 2.720 -0.455 -4.290
O3 2.682 0.933 -3.973
C9 0.235 -0.602 -3.811
C10 1.993 -0.952 -2.076
C11 1.713 -0.069 -6.625
H9 5.051 -0.503 -5.802
H10 4.192 1.035 -6.048
H11 4.218 -0.110 -7.303
H12 3.007 -2.360 -7.048
H13 3.905 -2.471 -5.582
H14 2.054 -4.030 -5.508
H15 0.849 -2.740 -5.797
H16 2.455 -3.170 -3.286
H17 0.697 -3.035 -3.570
H18 0.290 0.309 -4.409
H19 -0.399 -1.246 -4.427
H20 -0.333 -0.380 -2.909
H21 1.792 0.057 -1.740
H22 1.434 -1.715 -1.515
H23 3.020 -1.276 -1.879
H24 0.772 -0.595 -6.485
H25 2.010 -0.163 -7.669
H26 1.591 1.009 -6.476
H27 1.779 1.233 -4.168
C12 -0.945 -2.226 3.597
C13 -2.365 -1.994 4.130
C14 -2.577 -3.054 5.207
C15 -3.733 -2.790 6.173
C16 -3.594 -1.394 6.741
C17 -3.476 -0.292 5.685
N6 -2.433 -0.653 4.717
O4 -2.469 0.339 3.694
C18 -4.841 -0.020 5.002
C19 -3.022 0.965 6.417
C20 -3.366 -2.229 2.986
H28 -0.773 -3.294 3.448
H29 -0.212 -1.905 4.341
H30 -0.769 -1.694 2.659
H31 -2.764 -4.010 4.708
H32 -1.666 -3.173 5.799
H33 -3.617 -3.525 6.978
H34 -4.715 -3.051 5.769
H35 -2.775 -1.369 7.459
H36 -4.526 -1.130 7.252
H37 -5.659 -0.507 5.535
H38 -5.029 1.045 4.889
H39 -4.847 -0.428 3.993
H40 -3.703 1.194 7.243
H41 -2.024 0.823 6.834
H42 -3.027 1.851 5.783
H43 -4.353 -2.477 3.386
H44 -3.051 -3.089 2.393
H45 -3.477 -1.348 2.360
H46 -1.562 0.328 3.340
O5 0.196 0.955 3.174
H47 0.867 0.545 2.606
H48 0.180 1.890 2.942
O6 1.959 -0.223 1.204
H49 2.138 -1.098 0.841
H50 2.679 -0.062 1.828
O7 0.215 1.803 0.081
H51 -0.392 1.806 0.836
H52 0.805 1.048 0.225
O8 1.119 4.720 0.106
H53 0.826 3.802 0.076
H54 0.387 5.225 -0.260
O9 -1.848 3.356 1.529
H55 -1.991 4.159 2.038
H56 -2.693 3.182 1.100

The HOMO energy is -8.0 eV. For the lowest unoccupied orbital energy, the calculation gives -0.1223 eV. The value obtained for the relative energy (zero: lowest compared OMol25 entry of this formula, charge and spin) is 0.0 kJ/mol. As for the SMILES: CC1(C)CCCC(C)(C)N1O.CC1(C)CCCC(C)(C)N1O.NC(N)=O.NC(N)=O.O.O.O.O.O.


# 2
The following is a quantum chemistry calculation of a 6-piece molecular cluster, C20H57N5O6 overall in a non-equilibrium geometry, from the Open Molecules 2025 dataset.

Cartesian coordinates (Å):
O1 -8.559 13.508 4.956
H1 -8.001 14.064 4.411
H2 -8.345 13.760 5.854
C1 -6.579 4.461 8.406
C2 -5.956 5.640 7.818
C3 -5.235 6.677 8.762
O2 -6.185 7.389 9.504
C4 -6.085 7.381 10.956
N1 -4.884 5.132 6.997
H3 -7.102 3.902 7.630
H4 -7.236 4.676 9.249
H5 -5.820 3.727 8.674
H6 -6.650 6.179 7.174
H7 -4.817 7.429 8.092
H8 -4.401 6.260 9.326
H9 -5.108 7.825 11.146
H10 -6.095 6.382 11.393
H11 -7.016 7.711 11.416
H12 -4.465 5.843 6.415
H13 -5.226 4.464 6.322
C5 -12.258 10.911 10.321
C6 -12.702 9.988 9.122
C7 -13.039 10.858 7.892
O3 -13.743 10.113 6.902
C8 -13.341 10.297 5.501
N2 -11.727 8.996 8.854
H14 -11.739 11.787 9.932
H15 -11.439 10.520 10.926
H16 -13.082 11.166 10.987
H17 -13.559 9.362 9.369
H18 -12.150 11.233 7.385
H19 -13.682 11.702 8.140
H20 -14.067 9.682 4.969
H21 -12.393 9.792 5.318
H22 -13.405 11.328 5.152
H23 -11.674 8.732 7.881
H24 -10.809 9.364 9.062
C9 -13.512 18.057 8.597
C10 -14.042 18.495 10.060
C11 -13.442 17.575 11.117
O4 -13.689 18.059 12.515
C12 -15.007 17.872 12.920
N3 -13.452 19.820 10.243
H25 -13.605 18.830 7.834
H26 -13.953 17.134 8.218
H27 -12.478 17.733 8.709
H28 -15.121 18.563 10.199
H29 -12.386 17.455 10.878
H30 -13.865 16.574 11.026
H31 -15.003 17.958 14.007
H32 -15.417 16.893 12.672
H33 -15.676 18.552 12.393
H34 -12.462 19.649 10.146
H35 -13.513 19.843 11.251
C13 -19.152 5.283 9.049
C14 -19.257 4.789 7.582
C15 -18.177 5.247 6.620
O5 -18.417 4.502 5.382
C16 -18.075 4.915 4.122
N4 -19.281 3.327 7.598
H36 -18.942 6.341 9.206
H37 -18.283 4.829 9.524
H38 -20.008 5.012 9.668
H39 -20.246 4.990 7.171
H40 -17.310 4.990 7.228
H41 -18.331 6.326 6.630
H42 -16.989 4.998 4.175
H43 -18.514 5.899 3.960
H44 -18.415 4.200 3.373
H45 -19.298 2.942 6.664
H46 -18.417 3.008 8.013
C17 -16.105 16.738 -0.746
C18 -15.315 18.080 -0.764
C19 -13.799 17.997 -0.765
O6 -13.223 17.869 0.508
C20 -13.183 16.607 1.174
N5 -15.688 18.660 -2.041
H47 -17.165 16.960 -0.868
H48 -16.059 16.203 0.202
H49 -15.839 16.102 -1.590
H50 -15.762 18.697 0.016
H51 -13.425 18.954 -1.128
H52 -13.495 17.192 -1.433
H53 -13.939 16.553 1.957
H54 -12.264 16.498 1.750
H55 -13.336 15.739 0.533
H56 -15.322 19.597 -1.946
H57 -16.691 18.726 -1.941

The HOMO energy is -8.9 eV. For the lowest unoccupied orbital energy, the calculation gives 0.3107 eV. The value obtained for the relative energy (zero: lowest compared OMol25 entry of this formula, charge and spin) is 434.3 kJ/mol. As for the SMILES: COC[C@H](C)N.COC[C@H](C)N.COC[C@H](C)N.COC[C@H](C)N.COC[C@H](C)N.O.


# 3
The following is a quantum chemistry calculation of a 10-piece molecular cluster, C20H58Cl2O9S9 overall in a non-equilibrium geometry, from the Open Molecules 2025 dataset.

Cartesian coordinates (Å):
C1 18.964 11.066 6.719
S1 17.900 11.669 8.059
O1 17.323 12.926 7.380
C2 19.173 12.066 9.163
H1 18.171 10.828 6.059
H2 19.512 10.223 6.987
H3 19.440 12.003 6.463
H4 18.703 12.479 10.062
H5 19.781 12.847 8.764
H6 19.887 11.236 9.448
C3 11.790 8.422 6.735
S2 10.071 8.203 6.939
O2 9.905 7.371 8.129
C4 9.691 9.908 7.294
H7 12.228 8.301 7.710
H8 11.994 9.453 6.444
H9 12.201 7.680 6.048
H10 10.404 10.272 8.094
H11 8.656 10.000 7.546
H12 9.946 10.401 6.311
C5 11.452 8.990 13.243
S3 12.628 9.367 14.475
O3 12.903 10.854 14.365
C6 11.590 9.172 15.893
H13 10.604 9.706 13.429
H14 11.085 7.995 13.376
H15 11.917 9.021 12.266
H16 12.253 9.235 16.754
H17 11.051 8.217 15.864
H18 10.989 10.056 15.915
C7 7.341 12.926 11.089
S4 9.033 13.006 10.551
O4 9.568 11.585 10.588
C8 8.846 13.400 8.854
H19 7.104 13.925 11.458
H20 7.315 12.227 11.930
H21 6.564 12.635 10.388
H22 8.440 14.378 8.638
H23 8.236 12.685 8.405
H24 9.836 13.309 8.374
C9 14.469 13.977 15.026
S5 13.242 15.135 14.347
O5 13.874 15.529 13.027
C10 11.955 13.971 13.976
H25 15.392 14.593 15.097
H26 14.566 13.040 14.479
H27 14.245 13.720 16.029
H28 11.648 13.489 14.898
H29 12.349 13.175 13.273
H30 11.047 14.382 13.600
C11 15.370 8.506 8.630
S6 16.267 7.832 7.179
O6 16.451 8.994 6.236
C12 17.864 7.460 7.926
H31 14.610 9.156 8.183
H32 16.102 8.945 9.310
H33 14.918 7.665 9.155
H34 17.633 6.518 8.447
H35 18.135 8.252 8.582
H36 18.584 7.109 7.126
C13 16.549 10.727 12.208
S7 17.420 9.225 12.087
O7 18.524 9.406 11.048
C14 18.285 9.331 13.696
H37 15.778 10.563 12.957
H38 16.217 11.064 11.231
H39 17.266 11.507 12.593
H40 18.869 8.424 13.875
H41 17.520 9.482 14.398
H42 18.939 10.217 13.757
C15 14.235 11.802 5.854
S8 12.707 12.730 6.001
O8 11.902 12.093 7.013
C16 13.547 14.206 6.805
H43 14.728 11.790 6.862
H44 14.997 12.122 5.123
H45 14.009 10.736 5.751
H46 13.971 13.919 7.762
H47 12.706 14.797 7.013
H48 14.201 14.681 6.081
C17 19.062 16.037 13.877
S9 18.509 14.434 13.335
O9 17.888 13.773 14.530
C18 17.181 15.123 12.339
H49 18.238 16.786 13.967
H50 19.927 16.349 13.319
H51 19.487 15.815 14.882
H52 16.634 15.872 12.957
H53 16.526 14.251 12.066
H54 17.490 15.532 11.377
Cl1 15.427 13.204 9.797
C19 14.002 13.225 10.871
C20 12.881 12.324 10.424
Cl2 13.227 10.577 10.469
H55 13.668 14.256 11.087
H56 14.349 12.834 11.820
H57 12.604 12.512 9.418
H58 12.015 12.499 11.066

The HOMO energy is -8.2 eV. For the lowest unoccupied orbital energy, the calculation gives 0.2920 eV.


# 4
The following is a quantum chemistry calculation of a 7-piece molecular cluster, C20H58O28P6S overall in a non-equilibrium geometry, from the Open Molecules 2025 dataset.

Cartesian coordinates (Å):
C1 10.505 -4.218 -7.175
O1 11.492 -5.126 -6.679
P1 11.505 -5.377 -5.106
O2 10.382 -4.805 -4.300
O3 11.595 -6.966 -5.030
C2 11.557 -7.563 -3.744
O4 12.919 -4.938 -4.488
C3 13.025 -3.732 -3.735
H1 10.291 -3.428 -6.446
H2 9.498 -4.643 -7.201
H3 10.800 -3.770 -8.117
H4 10.537 -7.547 -3.362
H5 12.159 -7.027 -3.004
H6 11.990 -8.560 -3.762
H7 13.558 -3.032 -4.383
H8 13.630 -3.760 -2.829
H9 12.062 -3.311 -3.452
C4 5.993 2.608 -10.393
O5 5.506 1.298 -10.023
P2 3.985 0.945 -9.848
O6 2.980 1.646 -10.631
O7 3.691 1.068 -8.289
C5 2.526 0.533 -7.713
O8 4.018 -0.636 -10.106
C6 3.340 -1.130 -11.241
H10 5.593 2.786 -11.389
H11 7.076 2.536 -10.435
H12 5.733 3.426 -9.724
H13 2.724 -0.340 -7.085
H14 1.685 0.224 -8.338
H15 2.124 1.290 -7.038
H16 2.262 -0.978 -11.264
H17 3.597 -2.194 -11.297
H18 3.742 -0.823 -12.213
C7 1.330 -4.286 -10.989
O9 2.245 -5.362 -11.311
P3 2.994 -6.028 -10.083
O10 3.755 -5.162 -9.146
O11 3.846 -7.135 -10.832
C8 4.562 -8.092 -10.028
O12 1.844 -6.897 -9.375
C9 1.076 -7.851 -10.048
H19 1.500 -3.527 -11.744
H20 1.525 -3.851 -10.008
H21 0.334 -4.724 -10.967
H22 4.736 -7.640 -9.046
H23 5.556 -8.279 -10.422
H24 3.940 -8.975 -9.906
H25 1.280 -8.007 -11.109
H26 0.031 -7.501 -10.028
H27 0.929 -8.824 -9.571
C10 11.332 4.206 -12.700
O13 10.376 3.823 -11.746
P4 9.504 2.470 -11.814
O14 8.389 2.597 -12.783
O15 10.583 1.281 -12.031
C11 10.546 0.577 -13.255
O16 9.046 2.281 -10.323
C12 8.716 1.054 -9.666
H28 12.291 4.496 -12.273
H29 10.979 5.133 -13.168
H30 11.500 3.557 -13.561
H31 9.979 -0.349 -13.155
H32 11.449 0.351 -13.823
H33 9.981 1.085 -14.048
H34 7.900 1.284 -8.982
H35 9.532 0.578 -9.131
H36 8.277 0.410 -10.433
C13 -2.490 -7.640 -4.136
O17 -1.068 -7.419 -4.183
P5 -0.471 -6.553 -5.413
O18 -0.836 -5.126 -5.484
O19 1.064 -6.852 -5.256
C14 1.901 -6.445 -6.342
O20 -0.967 -7.415 -6.696
C15 -2.211 -7.117 -7.357
H37 -3.020 -6.754 -4.475
H38 -2.828 -7.882 -3.131
H39 -2.620 -8.545 -4.730
H40 2.315 -7.260 -6.937
H41 2.708 -5.777 -6.059
H42 1.287 -5.972 -7.112
H43 -1.945 -6.759 -8.346
H44 -2.890 -6.474 -6.804
H45 -2.750 -8.067 -7.388
C16 7.979 -3.178 -15.640
O21 8.541 -2.540 -14.506
P6 7.944 -2.749 -13.029
O22 8.836 -2.388 -11.918
O23 6.534 -1.961 -13.037
C17 6.563 -0.612 -13.574
O24 7.455 -4.270 -13.058
C18 6.644 -4.871 -12.065
H46 8.786 -3.530 -16.283
H47 7.410 -2.515 -16.300
H48 7.304 -3.982 -15.352
H49 6.136 0.049 -12.814
H50 5.938 -0.698 -14.459
H51 7.516 -0.096 -13.709
H52 6.395 -4.357 -11.139
H53 7.065 -5.865 -11.899
H54 5.717 -5.106 -12.604
C19 4.761 -2.698 -6.988
C20 5.894 -3.281 -7.846
O25 7.091 -2.917 -7.160
S1 6.933 -1.565 -6.292
O26 7.244 -0.400 -7.056
O27 7.552 -1.748 -5.018
O28 5.330 -1.732 -6.138
H55 4.178 -3.404 -6.394
H56 4.040 -2.239 -7.669
H57 5.846 -2.809 -8.829
H58 5.844 -4.354 -7.997

The HOMO energy is -10.3 eV. For the lowest unoccupied orbital energy, the calculation gives 0.1898 eV. The value obtained for the relative energy (zero: lowest compared OMol25 entry of this formula, charge and spin) is 284.5 kJ/mol. As for the SMILES: COP(=O)(OC)OC.COP(=O)(OC)OC.COP(=O)(OC)OC.COP(=O)(OC)OC.COP(=O)(OC)OC.COP(=O)(OC)OC.O=S1(=O)OCCO1.